(1)
C3H4N2OS2 | wB97M-V/def2-TZVPD

calculated total energy	-1097.6138	Eh
expectation value of S²	2.018
frontier orbital gap (alpha / beta)	7.0 / 6.0	eV
multiplicity	3
energy above the lowest of the compared OMol25 structures with the same formula, charge and spin	94.4	kcal/mol

Cartesian coordinates (Å):
C -1.69964 0.89618 0.59652
C -0.70173 0.20977 -0.09056
C 1.91694 -0.63831 -0.31061
N -1.08208 -0.87686 -0.76612
N -2.30071 -1.17780 -0.63033
O 1.15945 1.69664 0.83070
S -3.05370 -0.18106 0.42950
S 0.91981 0.92347 -0.40998
H -1.80922 1.84240 1.12490
H 2.48180 -0.57860 0.60647
H 2.70129 -0.48247 -0.99734
H 1.46779 -1.63335 -0.38313

***

(2)
C3H4N2S | wB97M-V/def2-TZVPD

calculated total energy	-624.3340	Eh
frontier orbital gap	9.7	eV
SMILES string	[H]/N=C(/C)SC#N
energy above the lowest of the compared OMol25 structures with the same formula, charge and spin	57.6	kcal/mol

Cartesian coordinates (Å):
H 0.15946 2.29934 -0.25959
N -0.44418 1.54584 -0.05818
C -0.47509 0.34634 -0.01179
C -1.54677 -0.65689 0.02228
S 1.21394 -0.80487 0.10091
C 2.78268 -0.20984 0.03585
N 3.83783 0.26699 0.09694
H -2.39017 -0.22575 0.63635
H -1.37518 -1.73186 0.39357
H -1.76251 -0.82931 -0.95634

***

(3)
C3H4N2S | wB97M-V/def2-TZVPD

calculated total energy	-624.2759	Eh
frontier orbital gap	8.6	eV
energy above the lowest of the compared OMol25 structures with the same formula, charge and spin	94.1	kcal/mol

Cartesian coordinates (Å):
C -2.57275 0.75176 0.03881
C 1.09533 -0.47627 -0.05125
C 2.49309 0.04715 0.01982
H -3.52216 0.06674 -0.64175
H -3.22544 1.08398 1.15698
H -2.00214 1.61452 -0.62544
H 0.94466 -1.53485 0.19778
N 0.00013 0.25335 -0.11280
N 3.56054 0.43547 0.04636
S -1.45085 -0.49925 0.02083

***

(4)
C3H4N2S2 | wB97M-V/def2-TZVPD

calculated total energy	-1022.5270	Eh
frontier orbital gap	8.4	eV
SMILES string	S=C1NN=C[C@H]1S
energy above the lowest of the compared OMol25 structures with the same formula, charge and spin	55.6	kcal/mol

Cartesian coordinates (Å):
S 2.52375 -0.82730 -0.04752
C 1.09473 -0.05601 -0.15845
N 0.89586 1.16953 -0.67799
N -0.44081 1.59631 -0.44029
C -0.92329 0.73277 0.32538
C -0.18986 -0.50870 0.40317
S -0.65399 -1.89116 -0.57200
H 1.45211 1.86235 -1.27079
H -1.93369 0.91772 0.91914
H 0.02189 -1.03689 1.40364
H -1.84672 -1.95860 0.11570

***

(5)
C3H4N2S2 | wB97M-V/def2-TZVPD

calculated total energy	-1022.4426	Eh
frontier orbital gap	8.7	eV
SMILES string	SS/N=C/N1C=C1
energy above the lowest of the compared OMol25 structures with the same formula, charge and spin	108.6	kcal/mol

Cartesian coordinates (Å):
S -3.42078 -0.92176 0.03995
S -2.41084 0.86176 0.07149
N -0.86368 0.30109 -0.03378
C 0.19409 0.99807 -0.09271
N 1.40019 0.40444 -0.40101
C 1.67421 -0.98770 0.02127
C 2.35816 -0.07451 0.61301
H -3.51773 -1.05791 -1.28927
H 0.23628 2.08862 -0.05497
H 1.30794 -1.96070 -0.17531
H 3.04216 0.34860 1.30134

***

(6)
C3H4N2S2 | wB97M-V/def2-TZVPD

calculated total energy	-1022.4803	Eh
frontier orbital gap	9.1	eV
SMILES string	C#C/C(=N/S)NS
energy above the lowest of the compared OMol25 structures with the same formula, charge and spin	84.9	kcal/mol

Cartesian coordinates (Å):
C -2.85897 -0.44924 -0.25636
C -1.68219 -0.48572 -0.23826
C -0.24474 -0.40993 -0.19005
N 0.45668 -1.41938 -0.45879
S 2.06443 -1.80678 -0.16509
N 0.25063 0.81282 0.35543
S 1.41732 1.79500 -0.45074
H -3.90356 -0.50831 -0.29809
H 2.51261 -0.66923 0.43813
H -0.41253 1.42583 0.78821
H 2.40032 1.71492 0.47560

***

(7)
C3H4N2S2 | wB97M-V/def2-TZVPD

calculated total energy	-1022.5513	Eh
frontier orbital gap	8.0	eV
SMILES string	S=C1CSN=CN1
energy above the lowest of the compared OMol25 structures with the same formula, charge and spin	40.4	kcal/mol

Cartesian coordinates (Å):
S -1.96230 0.47725 -1.45479
C -0.74807 -0.17862 -0.43750
C -0.74622 -0.47417 1.01744
S 0.77239 0.59903 1.54738
N 1.98146 -0.29936 0.75416
C 1.69255 -0.79187 -0.43122
N 0.46070 -0.52136 -1.05165
H -0.61580 -1.45680 1.50173
H -1.50760 0.21557 1.46108
H 2.44681 -1.27330 -1.12587
H 0.43052 -0.29288 -2.12828

***

(8)
C3H4N2S2 | wB97M-V/def2-TZVPD

calculated total energy	-1022.5245	Eh
frontier orbital gap	7.3	eV
SMILES string	[H]/N=C(/N)C(=S)C=S
energy above the lowest of the compared OMol25 structures with the same formula, charge and spin	57.2	kcal/mol

Cartesian coordinates (Å):
H 1.04913 1.38460 1.49430
N 0.23337 0.87807 1.78666
C 0.00676 -0.01358 0.93033
N -0.69995 -1.20289 0.98592
C 0.67874 0.15135 -0.53593
S 2.20454 0.79585 -0.61104
C 0.03586 0.08542 -1.83405
S -1.49655 0.51007 -1.93818
H -1.54079 -1.16442 0.34866
H -1.14535 -1.24142 2.00376
H 0.67424 -0.18303 -2.63044

***

Copy entry 5 word for word.
C3H4N2S2 | wB97M-V/def2-TZVPD

calculated total energy	-1022.4426	Eh
frontier orbital gap	8.7	eV
SMILES string	SS/N=C/N1C=C1
energy above the lowest of the compared OMol25 structures with the same formula, charge and spin	108.6	kcal/mol

Cartesian coordinates (Å):
S -3.42078 -0.92176 0.03995
S -2.41084 0.86176 0.07149
N -0.86368 0.30109 -0.03378
C 0.19409 0.99807 -0.09271
N 1.40019 0.40444 -0.40101
C 1.67421 -0.98770 0.02127
C 2.35816 -0.07451 0.61301
H -3.51773 -1.05791 -1.28927
H 0.23628 2.08862 -0.05497
H 1.30794 -1.96070 -0.17531
H 3.04216 0.34860 1.30134

***

Look up the calculated total energy of the fourth one.
-1022.5270 Eh

***

Which formula does entry 8 have?
C3H4N2S2

***

Please write out number 5 again, unchanged.
C3H4N2S2 | wB97M-V/def2-TZVPD

calculated total energy	-1022.4426	Eh
frontier orbital gap	8.7	eV
SMILES string	SS/N=C/N1C=C1
energy above the lowest of the compared OMol25 structures with the same formula, charge and spin	108.6	kcal/mol

Cartesian coordinates (Å):
S -3.42078 -0.92176 0.03995
S -2.41084 0.86176 0.07149
N -0.86368 0.30109 -0.03378
C 0.19409 0.99807 -0.09271
N 1.40019 0.40444 -0.40101
C 1.67421 -0.98770 0.02127
C 2.35816 -0.07451 0.61301
H -3.51773 -1.05791 -1.28927
H 0.23628 2.08862 -0.05497
H 1.30794 -1.96070 -0.17531
H 3.04216 0.34860 1.30134